An isolated molecule of C4H6OS, computed with wB97M-V/def2-TZVPD.

Each line ends with the Löwdin charge.
Geometry (Å):
C 0.9565 -0.3336 0.0644  -0.714
C -0.0407 0.5919 0.6525  -0.291
H 0.5362 -1.3367 -0.3076  0.081
H -0.3397 0.2298 1.6394  0.121
C -1.2202 0.9598 -0.2057  -0.184
H -1.7439 1.8025 0.1361  0.101
H -3.0398 0.2837 -1.1849  0.121
O -2.4985 -1.0182 0.2614  0.064
H 0.5371 1.5970 0.8983  0.143
H -0.8691 1.2545 -1.2437  0.144
C -2.3107 -0.0468 -0.4206  -0.273
S 2.5373 -0.1695 -0.1608  0.687

Cartesian forces (eV/Å) of the 6 atoms listed first:
-0.6 -2.3 -1.1
1.8 2.8 1.4
0.3 1.4 0.6
-0.2 -0.3 -0.1
1.0 -1.2 -2.5
-0.6 1.4 0.8

Values from the calculation:
HOMO-LUMO gap ... 0.3163 Eh
E_HOMO ... -8.83 eV
ΔE to the lowest compared entry with this formula, charge and spin ... 1.5929 eV
SMILES ... O=CCCC=S

***

An isolated molecule of C4H6OS2, computed with wB97M-V/def2-TZVPD.

Each line ends with the Löwdin charge.
Geometry (Å):
H 1.9343 -1.4973 -0.4810  0.113
H 0.1215 -1.4158 -1.1263  0.131
C -1.7254 0.0996 -0.9968  -0.503
O 1.4510 0.0443 -1.9224  -0.089
H -3.1493 -1.3985 0.0198  0.077
H -3.3949 -1.0641 -1.8170  0.043
H -1.3175 0.3496 -2.0090  0.077
H 2.1283 0.6038 -1.5525  0.061
C 0.5872 -0.1224 0.4297  -1.115
S 1.5090 0.1420 1.7864  0.637
S -0.9255 0.7583 0.4397  0.881
C -2.8078 -0.8438 -0.9202  -0.022
C 1.0682 -0.8563 -0.7247  -0.289

Cartesian forces (eV/Å) of the 6 atoms listed first:
-0.7 0.2 -0.1
2.1 0.5 0.5
-3.3 -3.3 -0.7
-1.2 -1.7 2.3
0.6 1.4 -1.2
0.5 -0.1 0.1

Values from the calculation:
HOMO-LUMO gap ... 0.2960 Eh
E_HOMO ... -8.84 eV
ΔE to the lowest compared entry with this formula, charge and spin ... 2.5657 eV
SMILES ... C=CSC(=S)CO

***

An isolated molecule of C4H6OS2, computed with wB97M-V/def2-TZVPD.

Each line ends with the Löwdin charge.
Geometry (Å):
C 0.2941 1.5460 0.0053  -0.344
C -2.1656 -0.0663 1.1406  -0.201
H -3.2663 0.3424 1.1537  0.111
O -0.5812 1.9290 -0.7311  0.033
C -1.9048 -0.4835 -0.2861  -0.530
S -0.2707 -1.2768 -0.5215  0.908
H 0.9346 2.2804 0.4308  0.104
C 0.7122 0.1051 -0.0120  -0.989
H -2.1127 0.5816 -0.7992  0.131
S 2.3739 -0.2365 0.3354  0.609
H -2.0413 -0.6357 2.1413  0.104
H -2.5256 -1.2378 -0.5979  0.020
H -1.6048 0.8421 1.4117  0.045

Cartesian forces (eV/Å) of the 6 atoms listed first:
-0.6 -0.5 -2.2
-2.1 1.4 2.8
1.8 -0.9 0.1
-0.1 0.4 0.2
0.9 3.1 0.5
0.2 2.6 0.4

Values from the calculation:
HOMO-LUMO gap ... 0.2764 Eh
E_HOMO ... -9.13 eV
ΔE to the lowest compared entry with this formula, charge and spin ... 2.4211 eV
SMILES ... CCSC(=S)C=O

***

An isolated molecule of C4H6OS3, computed with wB97M-V/def2-TZVPD.

Each line ends with the Löwdin charge.
Geometry (Å):
H 0.1101 1.2546 -1.7789  0.087
O -1.7740 -0.0655 1.9771  0.034
C -0.6432 -0.0110 -0.1005  -0.754
C 0.4230 0.8256 -0.8306  -0.671
H 0.2670 -1.2684 -1.7561  0.095
C -0.7128 -0.0569 1.3901  -0.304
S 1.6634 -1.7286 0.1464  0.782
H 0.2606 -0.0711 1.9288  0.109
C 0.5542 -0.7288 -0.8400  -0.590
H -2.8558 0.8791 -0.3517  -0.104
H 2.4441 1.0352 0.2139  -0.120
H 2.7155 -1.7750 -0.6174  -0.157
S -2.2374 -0.1790 -0.9249  0.812
S 1.4192 1.9260 0.0804  0.781

Cartesian forces (eV/Å) of the 6 atoms listed first:
-0.2 -0.3 0.1
1.0 0.0 -0.3
0.4 -0.4 -1.4
-0.7 -1.8 -0.1
0.0 0.7 0.4
-0.4 0.1 0.6

Values from the calculation:
HOMO-LUMO gap ... 0.3490 Eh
E_HOMO ... -9.12 eV
ΔE to the lowest compared entry with this formula, charge and spin ... 1.3657 eV
SMILES ... O=C[C@]1(S)[C@H](S)[C@@H]1S

***

An isolated molecule of C4H6OS4, computed with wB97M-V/def2-TZVPD.

Each line ends with the Löwdin charge.
Geometry (Å):
H 0.3351 0.5289 1.0729  0.105
H 1.6657 1.5636 -2.8309  -0.215
S 2.3103 2.0394 -1.8746  0.867
C 1.7943 0.8366 -0.7846  -0.519
H -1.5635 0.6023 2.9461  -0.126
H 0.2861 -1.3256 1.8430  0.155
S 1.0174 -0.8436 -2.7092  0.752
S -2.2123 -0.8743 -0.5984  0.762
H -3.4953 -1.0954 -0.1556  -0.106
C 0.0593 -0.5265 1.0639  -0.264
C 1.0842 -0.2685 -1.1684  -0.902
O 0.5515 -1.0730 -0.1474  -0.223
H 2.1140 1.2035 0.1672  0.055
S -2.4674 -0.1086 2.2392  0.725
C -1.4793 -0.6588 0.9368  -1.067

Cartesian forces (eV/Å) of the 6 atoms listed first:
0.3 -0.1 1.2
-1.5 -1.1 -2.8
1.6 1.3 2.1
0.8 2.1 -0.5
0.0 -0.1 -0.2
0.5 1.9 -0.4

Values from the calculation:
HOMO-LUMO gap (spin up / spin down) ... 0.3138 / 0.1819 Eh
E_HOMO (spin up / spin down) ... -8.38 / -6.90 eV
ΔE to the lowest compared entry with this formula, charge and spin ... 0.9352 eV

***

A cluster of 2 separate species, C4H6P2 in total, computed with wB97M-V/def2-TZVPD.

Each line ends with the Löwdin charge.
Geometry (Å):
C -2.0066 -0.3423 -0.7496  -0.730
H 0.8236 1.5275 1.3866  0.095
C 1.6822 1.6527 0.6616  -0.261
P 2.3011 -0.9593 -0.4614  0.773
C 1.9725 0.4488 0.0763  -0.793
H 1.4383 2.3559 -0.1991  0.100
C -1.7403 -1.7534 -0.3962  -0.222
H -1.3751 -2.3678 -1.1603  0.030
H -0.8312 -1.6413 0.3632  0.093
H 2.4996 2.0614 1.3107  0.094
P -2.0691 1.2084 -0.8821  0.730
H -2.6950 -2.1906 0.0504  0.091

Cartesian forces (eV/Å) of the 6 atoms listed first:
0.5 1.0 0.0
0.5 0.4 -1.0
-1.2 3.6 1.5
-0.1 0.5 0.0
1.1 -4.0 -1.0
0.1 -0.3 1.4

Values from the calculation:
HOMO-LUMO gap ... 0.3656 Eh
E_HOMO ... -9.37 eV
ΔE to the lowest compared entry with this formula, charge and spin ... 2.0558 eV
SMILES ... CC#P.CC#P

***

An isolated molecule of C4H6S, computed with wB97M-V/def2-TZVPD.

Each line ends with the Löwdin charge.
Geometry (Å):
C -0.2584 -0.6556 -0.2422  -0.529
H -2.7868 0.0782 1.2828  0.086
H 2.8204 1.3975 -0.0647  0.041
H 3.6268 0.0142 0.9037  -0.002
H 3.5889 -0.0165 -0.8754  0.008
C -1.4232 -0.4059 -0.1646  -0.191
C 3.0680 0.3051 0.0399  -0.228
H -3.5736 0.2172 -0.1647  0.079
H -2.9177 -1.5657 0.3459  0.088
S 1.4140 -0.9852 -0.0136  0.751
C -2.8299 -0.4703 0.3027  -0.105

Cartesian forces (eV/Å) of the 6 atoms listed first:
2.9 1.3 0.3
-0.1 -1.3 -0.2
0.1 -1.3 0.5
-0.2 -0.1 0.7
-0.4 0.1 0.4
-1.9 0.2 -0.1

Values from the calculation:
HOMO-LUMO gap ... 0.3093 Eh
E_HOMO ... -8.20 eV
ΔE to the lowest compared entry with this formula, charge and spin ... 3.0602 eV
SMILES ... CC#CSC

***

An isolated molecule of C4H6S, computed with wB97M-V/def2-TZVPD.

Each line ends with the Löwdin charge.
Geometry (Å):
S 0.2216 1.0415 1.3605  0.726
C 0.1166 -0.7759 -1.6258  -0.181
H 1.9946 -1.2030 -1.9442  0.049
H -1.8268 0.2533 -1.0363  0.102
H -1.4596 -0.6392 1.2892  0.043
H -0.0890 -1.1905 -2.6087  0.099
H -1.6401 -1.3696 -0.5310  0.127
C -1.0410 -0.3966 -0.6984  -0.265
H 1.7785 -0.3512 -0.3109  0.034
C -0.7921 -0.0066 0.7346  -0.703
C 1.3326 -0.8482 -1.1815  -0.030

Cartesian forces (eV/Å) of the 6 atoms listed first:
0.2 0.4 0.3
-2.3 0.5 1.1
0.9 -0.3 0.1
-0.1 0.7 -0.8
-0.2 0.2 1.2
-0.4 0.2 0.2

Values from the calculation:
HOMO-LUMO gap ... 0.3149 Eh
E_HOMO ... -8.71 eV
ΔE to the lowest compared entry with this formula, charge and spin ... 1.4746 eV
SMILES ... C=CCC=S

***

An isolated molecule of C4H6S, computed with wB97M-V/def2-TZVPD.

Each line ends with the Löwdin charge.
Geometry (Å):
H 0.6670 -1.4034 0.5217  0.053
H 1.0249 1.3186 1.5653  0.054
S 0.9630 -0.3183 -1.6051  0.856
H -1.7357 0.0597 -0.3999  0.075
H 1.5726 2.6775 0.4756  0.047
H -1.7227 -1.2317 0.8117  0.071
C 0.0699 -1.0930 -0.3171  -0.483
H -1.9072 -1.6118 -0.9089  0.072
C -1.4022 -0.9588 -0.1921  -0.171
C 1.2610 1.6449 0.5599  -0.094
C 1.2094 0.9162 -0.5110  -0.480

Cartesian forces (eV/Å) of the 6 atoms listed first:
0.2 -0.1 0.1
-0.1 -0.2 0.0
-0.1 -0.2 0.1
0.0 0.1 0.0
0.1 0.2 -0.1
-0.1 0.0 0.0

Values from the calculation:
HOMO-LUMO gap (spin up / spin down) ... 0.2951 / 0.3059 Eh
E_HOMO (spin up / spin down) ... -7.90 / -8.13 eV
ΔE to the lowest compared entry with this formula, charge and spin ... 3.5638 eV